A molecular structure, CH3N2O, computed with wB97M-V/def2-TZVPD.

HOMO level (alpha / beta) (eV): -18.64 / -18.64
Relative energy (zero: lowest compared OMol25 entry of this formula, charge and spin) (kcal/mol): 104.2
Spin multiplicity: 1
Charge: +1

Last column: natural (NBO) charge in e.
Positions of all 7 atoms, in Å:
C -0.746 0.466 0.279  -0.29
N 2.056 -1.676 -1.112  0.26
N 1.437 -0.981 -0.555  0.14
O 0.498 0.497 -0.110  -0.05
H -1.013 -0.203 1.126  0.31
H -1.505 0.478 -0.513  0.23
H -0.727 1.418 0.885  0.41

A gas-phase ion, CH3N2O (charge +1), computed with wB97M-V/def2-TZVPD.

HOMO level (alpha / beta) (eV): -15.37 / -15.38
Relative energy (zero: lowest compared OMol25 entry of this formula, charge and spin) (kcal/mol): 107.5
Structure (SMILES): [NH2+]=C=[NH+][O-]
Spin multiplicity: 1
Charge: +1

Last column: natural (NBO) charge in e.
Positions of all 7 atoms, in Å:
C 0.129 -0.294 -0.127  0.65
N -1.095 -0.586 -0.027  -0.06
N 1.219 0.335 -0.016  -0.66
O -1.674 0.499 0.004  -0.34
H -1.683 -1.402 -0.044  0.45
H 1.724 0.266 0.892  0.47
H 1.381 1.183 -0.683  0.49

A gas-phase ion, CH3N2O2 (charge +1), computed with wB97M-V/def2-TZVPD.

HOMO level (eV): -17.47
Relative energy (zero: lowest compared OMol25 entry of this formula, charge and spin) (kcal/mol): 59.6
Structure (SMILES): [NH2+]=C[N+](=O)[O-]
Spin multiplicity: 1
Charge: +1

Last column: natural (NBO) charge in e.
Positions of all 8 atoms, in Å:
C 0.397 -0.286 -0.054  0.34
N 0.522 0.625 -0.943  -0.60
N -0.874 -0.430 0.963  0.52
O -1.689 0.448 0.981  -0.26
O -0.831 -1.474 1.540  -0.23
H 1.194 -1.114 -0.107  0.27
H 1.398 0.837 -1.532  0.49
H -0.116 1.394 -0.848  0.45